Entry 1:
Below is C19H35HgO17S4 as an isolated structure, with properties calculated with ωB97M-V with the def2-TZVPD basis set.

Geometry as XYZ:
```
76
C19H35HgO17S4 ωB97M-V with the def2-TZVPD basis set
Hg -0.276 0.490 -0.369
O -2.607 1.389 -0.220
C -3.242 1.964 -1.377
O -3.104 1.317 -2.411
O -3.832 3.038 -1.154
H -2.967 2.012 0.429
O 1.790 3.687 -1.683
C 0.865 2.999 -2.483
O 0.281 2.029 -1.945
O 0.762 3.369 -3.648
H 2.401 4.003 -2.358
O -0.080 -2.901 -3.413
C -0.143 -1.494 -3.354
O 0.056 -1.055 -2.165
O -0.396 -0.890 -4.365
H 0.058 -3.111 -2.480
C 0.239 -3.811 3.413
C -0.824 -2.853 3.956
C -0.176 -1.482 4.061
S 1.012 -1.404 2.716
O 2.329 -1.219 3.269
O 0.496 -0.607 1.643
C 0.892 -3.134 2.218
H -0.189 -4.791 3.201
H 1.008 -4.017 4.166
H -1.207 -3.213 4.910
H -1.659 -2.827 3.254
H 0.445 -1.366 4.951
H -0.861 -0.638 4.026
H 1.895 -3.486 1.998
H 0.226 -3.117 1.355
C 2.195 5.270 2.384
C 1.339 4.548 3.427
C -0.021 4.221 2.877
S 0.419 3.729 1.144
O -0.283 4.604 0.260
O 0.416 2.287 1.039
C 2.139 4.325 1.151
H 3.213 5.406 2.731
H 1.611 6.158 2.137
H 1.322 5.223 4.296
H 1.816 3.655 3.840
H -0.756 5.000 2.706
H -0.374 3.336 3.398
H 2.252 4.964 0.284
H 2.914 3.574 1.270
C -5.255 -1.990 -0.795
C -4.377 -2.033 -2.056
C -3.143 -2.848 -1.679
S -2.740 -2.343 -0.021
O -1.854 -1.216 -0.043
O -2.382 -3.452 0.845
C -4.370 -1.721 0.425
H -5.935 -2.827 -0.630
H -5.969 -1.166 -0.893
H -4.158 -1.018 -2.393
H -4.841 -2.585 -2.873
H -2.252 -2.782 -2.303
H -3.418 -3.899 -1.551
H -4.088 -0.688 0.630
H -4.698 -2.349 1.248
C 3.131 -2.048 -2.860
C 3.363 -0.840 -3.762
C 2.889 0.390 -2.995
S 3.225 0.059 -1.261
O 2.088 0.355 -0.436
O 4.512 0.650 -0.981
C 3.436 -1.730 -1.407
H 3.703 -2.905 -3.228
H 2.099 -2.379 -2.996
H 2.798 -0.898 -4.692
H 4.406 -0.728 -4.068
H 1.848 0.669 -3.198
H 3.366 1.334 -3.267
H 2.759 -2.237 -0.724
H 4.462 -1.960 -1.123
```

Output
Maximum force: 2.426 eV/A
Electronic energy: -102594.281 eV
E_LUMO: 1.8 eV
Gap between HOMO and LUMO: 6.83 eV
Charge: -1

Atom charges from the Löwdin analysis, given in e for atoms 1 to 5:
1. Hg 1.237
2. O -0.079
3. C -0.807
4. O 0.004
5. O -0.038

Entry 2:
Below is H10Si4 in the gas phase, with properties calculated with ωB97M-V with the def2-TZVPD basis set.

Geometry as XYZ:
```
14
H10Si4 ωB97M-V with the def2-TZVPD basis set
Si 0.386 2.197 -0.074
Si 1.571 -1.581 -0.115
Si -2.224 -0.571 -0.083
Si -0.056 0.005 0.549
H 0.009 2.519 -1.373
H 0.284 3.521 0.759
H 1.908 1.880 -0.170
H 3.014 -0.875 -0.228
H 1.383 -2.361 -1.241
H 1.596 -2.497 1.026
H -2.444 0.473 -1.210
H -2.192 -1.998 -0.852
H -3.504 -0.409 0.875
H 0.269 -0.305 2.136
```

Output
Maximum force: 3.302 eV/A
Electronic energy: -31669.270 eV
E_LUMO: 0.1 eV
Gap between HOMO and LUMO: 9.98 eV
Charge: 0

Atom charges from the Löwdin analysis, given in e for atoms 1 to 5:
1. Si 0.378
2. Si 0.393
3. Si 0.326
4. Si -0.015
5. H -0.161

Entry 3:
Below is a 2-piece molecular cluster, C6H7ClF6N2OP overall, with properties calculated with ωB97M-V with the def2-TZVPD basis set.

Geometry as XYZ:
```
24
C6H7ClF6N2OP ωB97M-V with the def2-TZVPD basis set
C 0.106 -0.589 3.678
C -0.553 0.054 2.476
O 0.410 0.906 1.864
C -0.084 1.579 0.764
C 0.053 0.773 -0.440
N 0.191 0.013 -1.319
C 0.779 2.835 0.631
Cl 0.554 3.661 -0.911
C 0.501 3.715 1.728
N 0.334 4.413 2.652
H -0.556 -0.593 4.523
H 0.437 -1.586 3.447
H 0.985 -0.013 3.912
H -1.419 0.615 2.804
H -0.844 -0.697 1.753
H -1.126 1.846 0.866
H 1.800 2.514 0.691
F 0.099 -4.187 -4.966
P -0.240 -2.760 -4.195
F -0.681 -1.177 -4.380
F 0.898 -3.288 -3.113
F -1.714 -3.056 -4.894
F 1.082 -2.208 -5.027
F -1.129 -2.657 -2.802
```

Output
Maximum force: 3.845 eV/A
Electronic energy: -49483.873 eV
E_LUMO: 2.4 eV
Gap between HOMO and LUMO: 9.90 eV
Charge: -1

Atom charges from the Löwdin analysis, given in e for atoms 1 to 5:
1. C -0.050
2. C -0.228
3. O -0.102
4. C -0.411
5. C -0.163

Entry 4:
Below is C9H21Cl8NO5Y as an isolated structure, with properties calculated with ωB97M-V with the def2-TZVPD basis set.

Geometry as XYZ:
```
45
C9H21Cl8NO5Y ωB97M-V with the def2-TZVPD basis set
C -4.351 0.284 1.622
C -3.394 0.588 0.503
C -2.987 2.041 0.240
O -2.248 2.069 -0.946
C -1.664 3.293 -1.351
N -2.082 -0.157 0.681
H -1.513 0.352 1.372
H -2.072 -1.037 1.198
H -1.484 -0.142 -0.152
H -5.306 0.742 1.372
H -3.955 0.760 2.527
H -4.445 -0.765 1.901
H -3.801 0.251 -0.451
H -2.511 2.503 1.122
H -3.766 2.799 0.092
H -0.816 3.162 -2.017
H -1.480 3.873 -0.442
H -2.364 3.930 -1.903
Y 1.372 -0.876 3.730
Cl 1.342 -1.504 -0.181
O 1.374 -0.058 -0.243
O 0.179 -1.994 -0.836
O 2.519 -2.109 -0.676
O 1.244 -1.853 1.257
Cl 3.777 3.068 -0.599
C 2.839 2.973 0.936
C 1.347 3.191 0.662
Cl 1.067 4.926 0.449
H 3.226 3.689 1.658
H 3.004 1.972 1.350
H 0.733 2.892 1.513
H 1.149 2.615 -0.241
Cl 1.803 -7.098 2.285
C 1.651 -5.536 1.370
C 1.099 -5.553 -0.026
Cl 2.125 -6.341 -1.234
H 2.629 -5.067 1.475
H 1.014 -4.921 2.014
H 0.859 -4.605 -0.504
H 0.164 -6.119 0.035
C 2.685 0.694 -3.863
Cl 2.539 0.126 -5.490
Cl 2.338 2.439 -3.852
Cl 4.255 0.294 -3.079
H 1.907 0.214 -3.280
```

Output
Maximum force: 5.089 eV/A
Electronic energy: -122578.495 eV
E_LUMO: -15.3 eV
Gap between HOMO and LUMO: 1.84 eV
Charge: +3

Atom charges from the Löwdin analysis, given in e for atoms 1 to 5:
1. C -0.015
2. C -0.292
3. C -0.197
4. O -0.185
5. C -0.067

Entry 5:
Below is C5H8N2 as an isolated structure, with properties calculated with ωB97M-V with the def2-TZVPD basis set.

Geometry as XYZ:
```
15
C5H8N2 ωB97M-V with the def2-TZVPD basis set
C 1.972 0.344 0.978
C -0.845 0.263 -0.536
C 0.651 -0.153 -0.961
C -1.540 -0.768 0.267
C -1.576 1.198 -1.172
N 0.913 0.614 0.029
N -1.059 -1.790 0.838
H -0.042 -1.856 0.773
H 1.196 -1.101 -1.159
H -2.623 -0.670 0.271
H 1.532 0.011 1.922
H 2.530 1.269 1.138
H 2.664 -0.428 0.611
H -2.650 1.116 -1.201
H -1.122 1.951 -1.797
```

Output
Maximum force: 4.624 eV/A
Electronic energy: -8290.146 eV
E_LUMO (spin up / spin down): 0.3 / 0.3 eV
Gap between HOMO and LUMO (spin up / spin down): 8.18 / 8.18 eV
Charge: 0

Atom charges from the Löwdin analysis, given in e for atoms 1 to 5:
1. C -0.103
2. C -0.321
3. C -0.024
4. C -0.227
5. C 0.028

Entry 6:
Below is a 5-piece molecular cluster, C5H6Cl14 overall, with properties calculated with ωB97M-V with the def2-TZVPD basis set.

Geometry as XYZ:
```
25
C5H6Cl14 ωB97M-V with the def2-TZVPD basis set
C -17.943 -22.656 -4.675
Cl -18.716 -23.485 -6.052
Cl -16.180 -22.801 -4.706
Cl -18.570 -23.278 -3.149
H -18.099 -21.592 -4.799
C -23.233 -20.190 -5.914
Cl -21.926 -20.318 -4.779
Cl -23.933 -18.542 -5.984
Cl -24.589 -21.254 -5.487
H -22.850 -20.456 -6.891
C -21.180 -23.329 -8.312
Cl -19.959 -24.093 -9.334
Cl -22.772 -23.371 -9.106
Cl -20.637 -21.701 -7.892
H -21.308 -23.923 -7.416
C -22.593 -28.007 -6.795
Cl -23.542 -28.620 -8.117
Cl -23.680 -27.521 -5.441
Cl -21.534 -26.696 -7.277
H -21.959 -28.781 -6.382
C -18.371 -26.726 -11.272
Cl -19.571 -27.929 -10.734
Cl -17.812 -27.215 -12.898
H -18.780 -25.724 -11.290
H -17.489 -26.781 -10.645
```

Output
Maximum force: 1.124 eV/A
Electronic energy: -180595.699 eV
E_LUMO: 0.2 eV
Gap between HOMO and LUMO: 11.20 eV
Charge: 0

Atom charges from the Löwdin analysis, given in e for atoms 1 to 5:
1. C -1.523
2. Cl 0.509
3. Cl 0.527
4. Cl 0.533
5. H 0.010

Entry 7:
Below is C6H10 in the gas phase, with properties calculated with ωB97M-V with the def2-TZVPD basis set.

Geometry as XYZ:
```
16
C6H10 ωB97M-V with the def2-TZVPD basis set
C 2.145 -0.296 0.302
C 0.707 -0.017 -0.349
C -0.652 -0.982 -0.523
C -1.877 -0.191 0.024
C -1.254 1.131 0.368
C 0.070 1.207 0.260
H 2.196 -0.043 1.367
H 2.984 0.277 -0.160
H 2.442 -1.335 0.195
H 0.903 0.072 -1.411
H -0.874 -1.237 -1.586
H -0.508 -1.891 0.046
H -2.321 -0.704 0.894
H -2.712 -0.035 -0.680
H -1.870 1.978 0.609
H 0.621 2.066 0.643
```

Output
Maximum force: 1.085 eV/A
Electronic energy: -6382.785 eV
E_LUMO: 1.2 eV
Gap between HOMO and LUMO: 9.98 eV
Charge: 0

Atom charges from the Löwdin analysis, given in e for atoms 1 to 5:
1. C -0.070
2. C -0.279
3. C -0.114
4. C -0.202
5. C -0.122

Entry 8:
Below is a 2-piece molecular cluster, CH4O2S overall, with properties calculated with ωB97M-V with the def2-TZVPD basis set.

Geometry as XYZ:
```
8
CH4O2S ωB97M-V with the def2-TZVPD basis set
C 1.252 -0.362 0.538
O 1.934 0.742 0.165
O 0.934 -1.145 -0.282
S -2.616 -0.199 0.237
H -1.739 0.509 -0.513
H 1.266 -0.270 1.669
H 2.130 0.933 -0.757
H -3.162 -0.206 -1.058
```

Output
Maximum force: 2.666 eV/A
Electronic energy: -16031.343 eV
E_LUMO: 0.7 eV
Gap between HOMO and LUMO: 10.35 eV
Charge: 0

Atom charges from the Löwdin analysis, given in e for atoms 1 to 5:
1. C -0.412
2. O 0.042
3. O 0.074
4. S 0.426
5. H -0.229

Which of these has the lowest maximum force?
C6H10